[1]
ORCA calculation (the ωB97M-V functional and the def2-TZVPD basis) on a 2-piece molecular cluster, C16H24N7O10P overall in a non-equilibrium geometry.

```
58
Properties=species:S:1:pos:R:3:nbo_charge:R:1
N 4.224 2.615 2.831 -0.790
C 5.001 1.544 2.578 0.610
N 4.437 0.615 1.866 -0.595
C 5.183 -0.533 1.589 0.330
C 6.465 -0.730 2.039 -0.075
N 6.941 -1.977 1.619 -0.397
C 5.956 -2.504 0.932 0.194
N 4.851 -1.669 0.876 -0.377
C 3.580 -2.033 0.224 0.246
O 3.618 -1.548 -1.128 -0.507
C 2.340 -0.983 -1.434 0.033
C 2.282 0.104 -2.501 -0.075
O 0.963 0.624 -2.731 -0.755
P -0.077 0.701 -1.458 2.526
O -1.391 0.154 -1.857 -1.142
O -0.377 2.212 -1.105 -1.002
O 0.478 -0.072 -0.118 -0.768
C 1.877 -0.381 -0.119 0.042
C 2.311 -1.450 0.870 0.055
O 1.277 -2.441 0.955 -0.721
C 7.028 0.369 2.846 0.633
O 8.141 0.365 3.354 -0.594
N 6.284 1.503 3.043 -0.600
H 3.350 2.580 2.317 0.414
H 4.699 3.506 2.902 0.390
H 6.004 -3.482 0.462 0.212
H 3.478 -3.123 0.227 0.215
H 1.672 -1.799 -1.736 0.195
H 2.663 -0.313 -3.439 0.206
H 2.951 0.924 -2.216 0.182
H -1.356 2.180 -1.126 0.548
H 2.444 0.535 0.088 0.205
H 2.498 -1.031 1.863 0.207
H 0.411 -1.989 1.052 0.505
H 6.584 2.135 3.770 0.431
C -7.743 -0.744 -1.813 -0.417
N -6.469 -0.136 -1.430 -0.607
C -6.307 0.693 -0.389 0.653
O -7.245 1.027 0.330 -0.618
C -4.918 1.306 -0.142 -0.152
C -4.282 1.875 -1.421 -0.072
O -3.146 2.670 -1.109 -0.735
N -3.955 0.517 0.659 -0.607
C -3.428 -0.700 0.502 0.692
C -3.860 -1.622 -0.618 -0.713
O -2.578 -1.087 1.291 -0.642
H -8.563 -0.044 -1.633 0.229
H -7.731 -1.008 -2.872 0.207
H -7.916 -1.643 -1.219 0.202
H -5.651 -0.385 -1.966 0.399
H -5.138 2.180 0.470 0.229
H -5.014 2.490 -1.948 0.180
H -3.978 1.060 -2.077 0.198
H -3.455 3.524 -0.786 0.482
H -3.578 0.987 1.466 0.413
H -4.870 -1.975 -0.427 0.226
H -3.779 -1.113 -1.574 0.217
H -3.186 -2.478 -0.632 0.253
```

Properties
total energy: -2101.31216 a.u.
SMILES: Nc1nc2c(ncn2[C@@H]2O[C@@H]3CO[P@](=O)(O)O[C@H]3[C@H]2O)c(=O)[nH]1.CNC(=O)[C@H](CO)NC(C)=O
Kohn-Sham gap: 0.3170 hartree
E_HOMO: -8.42 eV
lowest unoccupied orbital energy: 0.2 eV
2S+1: 1

***

[2]
ORCA calculation (the ωB97M-V functional and the def2-TZVPD basis) on C16H24NO2W as an isolated structure in a non-equilibrium geometry.

```
44
Properties=species:S:1:pos:R:3:mulliken_spin:R:1
C -0.412 0.512 -4.100 0.777
C 0.170 1.875 -4.046 0.014
C 0.420 -0.603 -4.612 0.012
C -1.887 0.364 -4.099 0.010
H 0.460 -0.618 -5.713 0.043
H 0.029 -1.575 -4.308 0.004
H 1.454 -0.531 -4.271 0.009
H 0.148 2.374 -5.027 0.045
H 1.216 1.860 -3.735 0.009
H -0.377 2.525 -3.362 0.011
H -2.321 0.540 -5.096 0.041
H -2.368 1.075 -3.427 0.011
H -2.195 -0.642 -3.808 0.006
C 2.285 -0.310 1.698 -0.030
C 2.425 -1.046 0.497 -0.002
C 2.244 -0.161 -0.597 -0.078
H 2.637 -2.100 0.426 -0.002
C 2.005 1.128 -0.071 0.119
C 2.027 1.035 1.344 -0.030
H 1.892 1.846 2.040 0.011
H 2.392 -0.694 2.698 -0.007
H 2.310 -0.419 -1.641 0.001
H 1.849 2.023 -0.648 0.030
C -2.159 -1.321 1.141 -0.029
C -1.173 -2.261 1.518 -0.036
C -0.535 -2.705 0.334 -0.002
H -0.970 -2.603 2.519 -0.006
C -1.120 -2.033 -0.770 -0.078
C -2.129 -1.181 -0.270 0.110
H -2.767 -0.540 -0.852 0.026
H -2.832 -0.810 1.808 0.015
H 0.259 -3.432 0.282 -0.003
H -0.860 -2.169 -1.806 0.005
W 0.064 -0.321 0.579 1.019
N 0.675 1.181 5.209 0.000
C -0.642 1.508 4.660 -0.003
C -0.988 0.597 3.520 0.015
O -1.993 -0.217 3.688 0.010
O -0.157 0.553 2.484 -0.048
H 0.685 0.192 5.550 0.000
H 0.877 1.818 6.013 0.000
H 1.415 1.312 4.483 0.000
H -1.404 1.408 5.465 0.000
H -0.650 2.560 4.302 0.001
```

Properties
total charge: +1
total energy: -896.00799 a.u.
<S²>: 2.02
ΔE to the lowest compared entry with this formula, charge and spin: 27.37 kcal per mole
Kohn-Sham gap (alpha / beta): 0.1922 / 0.2195 hartree
E_HOMO (alpha / beta): -8.89 / -9.64 eV
lowest unoccupied orbital energy (alpha / beta): -3.7 / -3.7 eV
2S+1: 3

***

[3]
ORCA calculation (the ωB97M-V functional and the def2-TZVPD basis) on a 4-piece molecular cluster, C16H24O8 overall in a non-equilibrium geometry.

```
48
Properties=species:S:1:pos:R:3:mulliken_spin:R:1
O 0.151 0.546 -2.700 0.002
C 0.212 0.823 -1.498 -0.001
O 0.585 1.980 -1.082 0.000
C 0.311 2.165 0.297 0.000
C 0.114 0.817 0.915 0.000
C -0.006 -0.144 -0.307 0.000
H -0.446 2.891 0.592 0.000
H 1.326 2.434 0.589 0.000
H -0.707 0.837 1.631 0.000
H 0.985 0.519 1.499 0.000
H -1.030 -0.515 -0.347 0.000
H 0.748 -0.930 -0.340 0.000
O 4.053 -2.311 0.006 0.000
C 3.037 -2.943 0.081 0.000
O 2.183 -2.977 -0.978 0.000
C 1.157 -4.018 -0.799 0.000
C 1.227 -4.459 0.672 0.000
C 2.620 -3.941 1.170 0.000
H 1.389 -4.804 -1.518 0.000
H 0.137 -3.634 -0.840 0.000
H 1.064 -5.536 0.670 0.000
H 0.396 -3.949 1.159 0.000
H 3.354 -4.745 1.117 0.000
H 2.610 -3.439 2.138 0.000
O -2.295 -1.143 6.071 0.000
C -2.501 -1.446 4.938 0.000
O -2.296 -2.624 4.576 0.000
C -2.414 -2.885 3.196 0.000
C -3.097 -1.632 2.608 0.000
C -2.744 -0.564 3.715 0.000
H -2.900 -3.845 3.021 0.000
H -1.383 -2.896 2.840 0.000
H -4.183 -1.716 2.607 0.000
H -2.847 -1.475 1.559 0.000
H -3.312 0.364 3.777 0.000
H -1.719 -0.242 3.530 0.000
O -1.941 4.456 -2.696 0.822
C -0.779 4.443 -3.045 -0.036
O 0.016 5.363 -2.410 0.104
C 1.272 5.575 -3.169 -0.002
C 1.260 4.602 -4.383 0.023
C 0.010 3.695 -4.119 0.074
H 2.107 5.269 -2.539 0.008
H 1.327 6.613 -3.497 0.000
H 2.142 3.980 -4.534 0.007
H 1.134 5.154 -5.314 0.000
H 0.304 2.677 -3.865 -0.001
H -0.633 3.613 -4.995 -0.001
```

Properties
total charge: +1
total energy: -1225.60201 a.u.
<S²>: 0.76
Kohn-Sham gap (alpha / beta): 0.2706 / 0.0808 hartree
E_HOMO (alpha / beta): -11.83 / -11.83 eV
lowest unoccupied orbital energy (alpha / beta): -4.5 / -9.6 eV
2S+1: 2

***

[4]
ORCA calculation (the ωB97M-V functional and the def2-TZVPD basis) on C16H25AuN3O5P as an isolated structure.

```
51
Properties=species:S:1:pos:R:3:nbo_charge:R:1
Au -0.197 1.233 0.541 0.759
O -1.687 0.358 -1.539 -0.599
C -2.888 0.237 -1.405 0.442
C -3.627 0.081 -0.162 -0.324
C -5.004 -0.105 -0.300 -0.113
C -5.801 -0.321 0.798 -0.018
C -5.247 -0.366 2.084 -0.153
C -3.904 -0.180 2.241 -0.302
C -3.028 0.064 1.139 0.459
O -1.787 0.222 1.406 -0.770
N -7.227 -0.515 0.624 0.524
O -7.902 -0.712 1.620 -0.401
O -7.682 -0.469 -0.507 -0.405
H -3.538 0.221 -2.304 0.104
H -5.454 -0.092 -1.285 0.238
H -5.887 -0.542 2.937 0.242
H -3.456 -0.202 3.225 0.223
C 3.985 3.191 0.519 -1.012
P 2.541 3.095 -0.549 1.971
C 2.304 4.727 -1.261 -1.013
C 2.996 2.001 -1.905 -1.018
O 1.328 2.641 0.193 -1.140
H 4.867 3.502 -0.043 0.246
H 4.168 2.206 0.951 0.258
H 3.815 3.894 1.333 0.260
H 3.207 5.061 -1.773 0.245
H 2.050 5.444 -0.482 0.261
H 1.482 4.692 -1.976 0.262
H 3.837 2.392 -2.478 0.248
H 2.144 1.863 -2.571 0.267
H 3.269 1.030 -1.492 0.251
C 2.402 -1.130 0.935 -0.249
C 3.028 -2.538 0.763 -0.255
N 2.128 -3.396 -0.003 -0.415
C 1.911 -2.804 -1.322 -0.255
C 1.307 -1.383 -1.173 -0.259
N 1.114 -1.072 0.246 -0.456
C 0.211 -2.073 0.828 -0.260
C 0.843 -3.481 0.695 -0.257
H 3.046 -0.350 0.516 0.178
H 2.235 -0.886 1.986 0.207
H 3.208 -3.010 1.731 0.201
H 3.986 -2.490 0.238 0.194
H 1.241 -3.460 -1.880 0.202
H 2.868 -2.780 -1.850 0.194
H 0.340 -1.291 -1.671 0.227
H 1.963 -0.623 -1.600 0.181
H -0.745 -1.996 0.308 0.216
H 0.024 -1.799 1.867 0.213
H 0.194 -4.156 0.132 0.201
H 1.018 -3.934 1.673 0.199
```

Properties
total energy: -1642.10562 a.u.
ΔE to the lowest compared entry with this formula, charge and spin: 3.85 kcal per mole
Kohn-Sham gap: 0.2805 hartree
E_HOMO: -7.58 eV
lowest unoccupied orbital energy: 0.1 eV
2S+1: 1